57
Properties=species:S:1:pos:R:3 method="wB97M-V/def2-TZVPD" lumo_ev="-0.7 / -0.7" gap_ev="5.97 / 6.96" multiplicity=3 s2=2.0130
Ni 0.7744 -1.2523 0.9237
O 0.6294 -4.7827 2.1166
C -0.1116 -3.7262 1.8273
O 0.1637 -2.6557 2.2911
C -1.3421 -4.0477 0.9138
C -1.6964 -5.3580 0.5790
C -2.8436 -5.5638 -0.1970
C -3.6158 -4.3909 -0.5274
C -3.1910 -3.1435 -0.1025
N -2.0629 -2.9907 0.5649
C -3.9837 -1.9467 -0.4589
O -3.7745 -0.9092 0.3868
O -4.7597 -1.9019 -1.3635
H 1.3068 -4.5166 2.7812
H -1.0896 -6.1710 0.8975
H -3.0993 -6.5337 -0.6370
H -4.5043 -4.5404 -1.1031
H -2.9916 -1.1339 0.9133
O 3.2713 -1.2328 2.3553
C 2.4962 -0.6047 1.6751
C 2.8126 0.8489 1.3442
C 4.0049 1.3466 1.7719
C 4.4120 2.6071 1.3862
C 3.5856 3.4217 0.6122
C 2.3825 2.9125 0.1415
C 1.9929 1.6429 0.5570
P 0.4617 0.9168 -0.1126
C 0.6519 1.4275 -1.8331
C 1.9408 1.4928 -2.3832
C 2.1569 1.9763 -3.6557
C 1.0598 2.3205 -4.5009
C -0.1981 2.2638 -3.9478
C -0.4278 1.8270 -2.6539
C -0.8450 1.9357 0.6508
C -1.1639 1.4538 1.9215
C -1.9812 2.1562 2.7964
C -2.6212 3.2921 2.3227
C -2.3493 3.7206 1.0163
C -1.4021 3.1052 0.1811
H 4.7072 0.7260 2.3544
H 5.4002 3.0601 1.6868
H 3.8372 4.4445 0.3869
H 1.6556 3.5146 -0.4013
H 2.8121 1.1265 -1.8862
H 3.1857 1.9776 -3.9728
H 1.1302 2.7760 -5.4795
H -1.0560 2.5030 -4.5344
H -1.4453 1.7726 -2.2756
H -0.7275 0.5811 2.3463
H -2.2260 1.8066 3.8105
H -3.2569 3.9324 2.8901
H -2.8905 4.5976 0.6792
H -1.1992 3.5446 -0.7971
F 2.6942 -1.8540 -1.0590
C 1.3555 -2.2186 -0.8131
F 1.2575 -3.5887 -0.7402
H 0.7173 -1.9674 -1.6460


61
Properties=species:S:1:pos:R:3 method="wB97M-V/def2-TZVPD" lumo_ev=2.3 charge=-1 gap_ev=6.68
Pd 0.0971 -0.1110 0.5746
O 2.3108 3.0474 -0.4570
C 1.8304 1.9987 -0.0297
N 0.5643 1.7345 0.3278
C -0.4426 2.7271 0.3893
C -0.2254 4.1002 0.4050
C -1.3154 4.9627 0.4499
C -2.6060 4.4546 0.4664
C -2.8240 3.0817 0.4686
C -1.7353 2.2095 0.4587
N -1.8002 0.8073 0.3943
C -2.9684 0.1556 0.5071
O -4.0389 0.5688 0.9616
C -2.9718 -1.2212 -0.1349
C -4.1115 -2.0149 -0.0529
C -4.1097 -3.2338 -0.7039
C -2.9720 -3.6206 -1.4004
C -1.8965 -2.7482 -1.4321
N -1.9000 -1.5601 -0.8298
C 2.7339 0.8199 0.1942
C 4.0199 0.7817 -0.3170
C 4.8167 -0.2993 0.0048
C 4.3177 -1.2815 0.8529
C 3.0221 -1.1674 1.3162
N 2.2375 -0.1367 0.9787
H 0.7809 4.4823 0.3642
H -1.1454 6.0325 0.4691
H -3.4563 5.1263 0.4831
H -3.8206 2.6747 0.5084
H -4.9538 -1.6488 0.5178
H -4.9800 -3.8794 -0.6685
H -2.9136 -4.5742 -1.9104
H -0.9921 -2.9949 -1.9797
H 4.3469 1.6016 -0.9401
H 5.8231 -0.3744 -0.3892
H 4.9143 -2.1336 1.1489
H 2.5960 -1.9076 1.9809
N -4.6149 -6.6393 2.2470
C -3.5367 -5.7513 2.3103
C -2.2264 -6.2218 2.2484
C -1.1593 -5.3448 2.3551
C -1.3901 -3.9846 2.5181
C -2.6964 -3.5104 2.5876
C -3.7593 -4.3873 2.4909
S -0.0691 -2.8144 2.5264
O 1.0996 -3.5288 3.0024
O -0.5625 -1.6935 3.2736
N 0.1444 -2.3154 1.0068
C 0.9888 -2.9881 0.1414
S 1.5644 -4.6270 0.3411
C 2.3947 -4.5207 -1.1590
C 2.1979 -3.2918 -1.6868
N 1.4123 -2.4288 -0.9631
H -4.4165 -7.5244 1.8124
H -5.4854 -6.2389 1.9399
H -2.0435 -7.2836 2.1198
H -0.1440 -5.7158 2.3289
H -2.8690 -2.4507 2.7274
H -4.7758 -4.0114 2.5443
H 2.9845 -5.3364 -1.5448
H 2.6179 -2.9482 -2.6224


61
Properties=species:S:1:pos:R:3 method="wB97M-V/def2-TZVPD" lumo_ev="1.2 / 1.2" charge=-1 gap_ev="6.57 / 7.14" multiplicity=4 s2=3.7578
V 0.0726 1.2949 0.4076
O 0.4308 0.3790 2.3057
C 1.0315 -0.9318 2.1953
C 1.0560 -1.2423 0.6319
O 1.9777 -1.9042 0.2026
O 0.0256 -0.7689 0.0365
C 0.1162 -1.9106 2.9205
C 0.1240 -1.9170 4.3141
C -0.7375 -2.7380 5.0246
C -1.6088 -3.5778 4.3458
C -1.6153 -3.5845 2.9590
C -0.7622 -2.7524 2.2472
C 2.4326 -0.9112 2.7619
C 3.1147 -2.1195 2.9068
C 4.3996 -2.1442 3.4182
C 5.0254 -0.9593 3.7918
C 4.3568 0.2423 3.6383
C 3.0641 0.2692 3.1236
H 0.0897 0.5535 3.1891
H 0.8284 -1.2869 4.8473
H -0.7213 -2.7288 6.1072
H -2.2798 -4.2247 4.8966
H -2.2961 -4.2335 2.4232
H -0.7982 -2.7445 1.1662
H 2.6319 -3.0398 2.6067
H 4.9177 -3.0893 3.5221
H 6.0317 -0.9763 4.1914
H 4.8393 1.1731 3.9090
H 2.5696 1.2193 2.9718
O 2.0898 2.5011 0.6187
N 1.3405 3.5271 0.6032
O 1.6538 4.5734 0.0918
O 0.1913 3.3579 1.1455
I -4.8332 -0.4481 -1.3267
I -6.7503 -2.0159 -2.4947
Se -2.5317 1.1612 -0.1765
C -3.1365 2.8848 0.0140
N -3.5365 3.9639 0.1117
Te 0.9383 1.4132 -2.4090
C -0.3907 2.7925 -3.2879
C -1.0584 3.6961 -2.4692
C -1.9631 4.5948 -3.0188
C -2.2027 4.5861 -4.3844
C -1.5315 3.6865 -5.2036
C -0.6207 2.7942 -4.6594
C -0.0200 -0.3124 -3.1446
C 0.7574 -1.4438 -3.3580
C 0.1569 -2.6177 -3.7896
C -1.2111 -2.6575 -4.0176
C -1.9825 -1.5235 -3.8053
C -1.3910 -0.3486 -3.3619
H -0.8988 3.7003 -1.3978
H -2.4927 5.2753 -2.3653
H -2.9201 5.2750 -4.8124
H -1.7202 3.6768 -6.2699
H -0.1039 2.0881 -5.2982
H 1.8221 -1.4231 -3.1608
H 0.7611 -3.5030 -3.9425
H -1.6789 -3.5747 -4.3529
H -3.0533 -1.5531 -3.9637
H -2.0002 0.5273 -3.1763


61
Properties=species:S:1:pos:R:3 method="wB97M-V/def2-TZVPD" lumo_ev="2.0 / 0.4" charge=-1 gap_ev="7.36 / 6.09" multiplicity=4 s2=3.8123
V 0.5699 0.6480 -2.2868
O 0.9505 0.2192 0.8802
C 2.3013 0.6695 1.0429
C 2.9945 0.8100 -0.3402
O 4.1856 1.0213 -0.3934
O 2.2063 0.7108 -1.3546
C 2.2765 2.0802 1.6253
C 1.1526 2.8780 1.4522
C 1.1616 4.2012 1.8764
C 2.2901 4.7324 2.4802
C 3.4124 3.9332 2.6614
C 3.4088 2.6171 2.2290
C 3.0271 -0.3438 1.9173
C 2.7377 -0.3673 3.2809
C 3.2144 -1.3884 4.0885
C 3.9836 -2.4045 3.5376
C 4.2757 -2.3868 2.1826
C 3.8007 -1.3640 1.3741
H 0.8690 -0.6262 1.3292
H 0.2642 2.4644 0.9945
H 0.2830 4.8154 1.7243
H 2.2986 5.7645 2.8079
H 4.2990 4.3404 3.1312
H 4.2908 2.0006 2.3453
H 2.1249 0.4194 3.7055
H 2.9705 -1.3995 5.1435
H 4.3420 -3.2145 4.1603
H 4.8441 -3.1928 1.7374
H 4.0222 -1.3727 0.3161
O 0.6994 2.6595 -2.6494
N -0.5671 2.3713 -2.5919
O -1.3053 2.8766 -1.7816
O -0.9707 1.5311 -3.4790
I 1.0095 -2.1348 -1.6777
I 1.5097 -4.7099 -0.0767
Se 0.9981 -0.6273 -4.2699
C 0.8070 0.7696 -5.5693
N 0.7305 1.5549 -6.4103
Te -1.6713 0.3290 -0.7087
C -3.4819 0.3901 -1.7908
C -4.6281 0.6467 -1.0461
C -5.8733 0.6373 -1.6589
C -5.9750 0.3769 -3.0177
C -4.8303 0.1237 -3.7594
C -3.5818 0.1278 -3.1509
C -2.1076 -1.6580 -0.1700
C -1.9124 -2.0271 1.1531
C -2.0952 -3.3491 1.5436
C -2.4818 -4.2957 0.6109
C -2.6965 -3.9203 -0.7101
C -2.5035 -2.6068 -1.1039
H -4.5510 0.8485 0.0153
H -6.7625 0.8334 -1.0730
H -6.9454 0.3723 -3.4979
H -4.9033 -0.0803 -4.8201
H -2.6960 -0.0612 -3.7401
H -1.6234 -1.2847 1.8889
H -1.9137 -3.6371 2.5710
H -2.5964 -5.3307 0.9057
H -2.9977 -4.6585 -1.4421
H -2.6408 -2.3321 -2.1418


Values for electronic energy, eV, ordered as above
-95816.263, -72098.215, -158135.234, -158133.431
Values for relative energy (zero: lowest compared OMol25 entry of this formula, charge and spin), kJ/mol, ordered as above
0.0, 34.8, 15.2, 189.2